#one
CHN2O3P | the ωB97M-V functional and the def2-TZVPD basis

Each line ends with the Löwdin charge.
Cartesian coordinates (Å):
C (-0.012, 0.025, -0.878)  -0.1676
N (2.208, 1.009, -1.450)  -0.0084
N (1.116, 0.622, -1.216)  -0.3090
O (0.419, 0.325, 1.885)  -0.4943
O (-1.989, 0.095, 1.013)  -0.4969
O (-0.356, -1.923, 1.129)  -0.5174
P (-0.577, -0.421, 1.049)  -0.0085
H (-0.809, 0.267, -1.533)  0.0021

## Properties
HOMO in eV: 0.60
Charge: -2
Orbital gap in Eh: 0.2586
Multiplicity: 1

---

#two
CHN2O3P | the ωB97M-V functional and the def2-TZVPD basis

Each line ends with the Löwdin charge.
Cartesian coordinates (Å):
O (-2.122, -0.383, -0.600)  -0.5425
P (-1.017, 0.471, 0.067)  0.0079
O (-1.113, 0.423, 1.592)  -0.5340
O (-0.947, 1.853, -0.559)  -0.5296
C (0.773, -0.281, -0.261)  -0.3764
N (1.991, -0.413, 0.576)  -0.0492
N (1.325, -1.430, 0.534)  -0.0261
H (1.110, -0.240, -1.349)  0.0500

## Properties
HOMO in eV: 1.02
Charge: -2
Structure (SMILES): O=P([O-])([O-])C1N=N1
Orbital gap in Eh: 0.2496
Multiplicity: 1

---

#three
CHN2O3P | the ωB97M-V functional and the def2-TZVPD basis

Each line ends with the Löwdin charge.
Cartesian coordinates (Å):
N (1.917, 2.075, 0.558)  -0.0657
C (1.500, 1.051, 0.166)  -0.6960
N (0.961, 0.087, -0.478)  -0.1510
P (-0.337, -0.805, 0.145)  0.2044
O (-0.726, -0.404, 1.541)  -0.4585
O (-0.229, -2.319, 0.005)  -0.4898
O (-1.643, -0.311, -1.004)  -0.3177
H (-1.443, 0.625, -0.933)  -0.0258

## Properties
HOMO in eV: 0.20
Charge: -2
Structure (SMILES): N#CN=P([O-])([O-])O
Orbital gap in Eh: 0.2597
Multiplicity: 1

---

It comes down to #three, which is 59.5 kcal/mol more stable than the next structure.

---

#one
C6H9F | the ωB97M-V functional and the def2-TZVPD basis

Each line ends with the Löwdin charge.
Cartesian coordinates (Å):
C (-0.667, -1.676, -0.372)  -0.0998
C (-0.414, -0.660, -1.480)  -0.1441
C (-0.316, 0.666, -1.381)  -0.0628
C (-0.442, 1.331, -0.099)  -0.3373
F (-1.287, 2.378, -0.211)  0.0249
C (0.229, 1.324, 1.044)  -0.0918
C (1.219, 0.260, 1.358)  -0.1178
H (0.263, -2.287, -0.164)  0.0911
H (-1.434, -2.398, -0.697)  0.0732
H (-0.929, -1.167, 0.579)  0.0708
H (-0.332, -1.084, -2.496)  0.1039
H (-0.404, 1.293, -2.286)  0.1247
H (0.013, 2.075, 1.844)  0.1317
H (2.156, 0.608, 1.778)  0.0639
H (0.848, -0.402, 2.173)  0.0882
H (1.496, -0.262, 0.410)  0.0812

## Properties
HOMO in eV: -8.77
Structure (SMILES): C/C=C\C(F)=C/C
Orbital gap in Eh: 0.3614
Multiplicity: 1

---

#two
C6H9F | the ωB97M-V functional and the def2-TZVPD basis

Each line ends with the Löwdin charge.
Cartesian coordinates (Å):
C (1.523, -0.128, -1.503)  0.0608
C (1.578, -0.595, -0.249)  -0.4040
C (2.009, 0.191, 0.895)  -0.0335
F (1.166, -1.929, -0.022)  -0.0138
H (1.797, 0.917, -1.547)  0.0751
H (1.197, -0.690, -2.280)  0.0342
H (2.358, 1.151, 0.605)  0.0722
H (2.981, -0.470, 1.200)  0.1525
H (1.309, 0.159, 1.664)  0.0399
C (-1.356, -0.714, 1.613)  0.0815
C (-1.538, -0.669, 0.411)  -0.1706
C (-1.468, -0.858, -1.038)  -0.1057
H (-1.449, -0.572, 2.691)  0.0369
H (-2.364, -1.239, -1.436)  0.0662
H (-1.167, 0.015, -1.436)  0.0274
H (-0.647, -1.555, -1.321)  0.0808

## Properties
HOMO in eV: -9.52
Structure (SMILES): C=C(C)F.C#CC
Orbital gap in Eh: 0.3860
Multiplicity: 1

---

#three
C6H9F | the ωB97M-V functional and the def2-TZVPD basis

Each line ends with the Löwdin charge.
Cartesian coordinates (Å):
C (2.713, -0.425, -0.411)  0.0083
C (1.612, -0.736, 0.240)  -0.1603
C (0.517, 0.210, 0.695)  -0.1846
F (0.958, 1.541, 0.417)  -0.0793
C (-1.031, 0.236, -0.166)  -0.2524
C (-1.043, -0.029, -1.437)  0.0172
C (-2.194, 0.421, 0.784)  -0.0868
H (3.549, -1.169, -0.536)  0.0766
H (2.744, 0.662, -0.848)  0.1057
H (1.446, -1.684, 0.620)  0.0728
H (0.279, 0.219, 1.709)  0.0954
H (-0.163, -0.268, -2.010)  0.0599
H (-1.881, -0.258, -2.047)  0.0549
H (-1.815, 0.543, 1.804)  0.0545
H (-2.865, 1.299, 0.404)  0.1108
H (-2.824, -0.563, 0.781)  0.1074

## Properties
HOMO in eV: -9.72
Structure (SMILES): C=C[C@@H](F)C(=C)C
Orbital gap in Eh: 0.3945
Multiplicity: 1

---

It comes down to #one, which is 33.8 kcal/mol more stable than the next structure.

---

#one
C5H7IN2 | the ωB97M-V functional and the def2-TZVPD basis

Each line ends with the Löwdin charge.
Cartesian coordinates (Å):
C (0.578, 0.902, 1.316)  -0.0174
C (0.203, 0.012, 0.095)  -0.6977
C (0.557, 0.787, -1.207)  -0.0625
N (1.042, -1.102, 0.043)  0.0312
N (0.397, -2.153, 0.007)  0.0392
C (-0.982, -1.933, -0.035)  -0.1344
C (-1.151, -0.595, -0.022)  -0.7264
I (-2.854, 0.541, 0.013)  0.9242
H (0.050, 1.895, 1.176)  0.0933
H (1.675, 0.991, 1.138)  0.0904
H (0.198, 0.328, 2.189)  0.0974
H (1.562, 1.288, -0.995)  0.0976
H (-0.199, 1.505, -1.634)  0.0716
H (0.655, 0.164, -2.187)  0.1153
H (-1.730, -2.630, 0.103)  0.0781

## Properties
HOMO in eV: -9.31
Structure (SMILES): CC1(C)N=NC=C1I
Orbital gap in Eh: 0.3468
Multiplicity: 1

---

#two
C5H7IN2 | the ωB97M-V functional and the def2-TZVPD basis

Each line ends with the Löwdin charge.
Cartesian coordinates (Å):
C (1.128, -0.244, -1.316)  -0.0176
N (0.614, -0.355, 0.043)  -0.1060
C (1.306, -0.848, 1.077)  -0.1318
N (0.578, -0.721, 2.212)  0.0588
C (-0.622, -0.216, 1.799)  -0.1351
C (-0.604, 0.097, 0.479)  -0.3626
C (-1.614, 0.662, -0.472)  -0.5691
I (-1.146, 2.635, -1.189)  0.7424
H (1.563, -1.173, -1.606)  0.0807
H (0.216, 0.047, -2.014)  0.0966
H (1.890, 0.475, -1.336)  0.0698
H (2.179, -1.289, 1.011)  0.0767
H (-1.321, 0.064, 2.625)  0.1234
H (-2.478, 0.738, 0.133)  0.0322
H (-1.690, 0.127, -1.445)  0.0416

## Properties
HOMO in eV: -8.72
Structure (SMILES): Cn1cncc1CI
Orbital gap in Eh: 0.3307
Multiplicity: 1

---

#three
C5H7IN2 | the ωB97M-V functional and the def2-TZVPD basis

Each line ends with the Löwdin charge.
Cartesian coordinates (Å):
C (-1.034, 1.525, -0.564)  -0.5649
C (0.138, 0.987, -0.899)  -0.5327
C (-0.093, -1.872, 0.835)  -0.0755
C (1.007, 1.769, -1.860)  -0.0448
C (-0.157, -2.600, 2.042)  -0.0644
N (0.648, -0.171, -0.584)  0.0473
N (0.112, -0.892, 0.244)  -0.0117
I (-2.455, 0.946, 0.945)  0.7002
H (-1.262, 2.524, -0.947)  0.0177
H (1.552, 1.223, -2.548)  0.0382
H (1.714, 2.352, -1.280)  0.0749
H (0.256, 2.473, -2.467)  0.1227
H (-0.515, -3.687, 1.950)  0.1118
H (-0.786, -2.026, 2.749)  0.0930
H (0.873, -2.551, 2.384)  0.0881

## Properties
HOMO in eV: -7.47
Orbital gap in Eh: 0.2904
Multiplicity: 1

---

It comes down to #two, which is 38.3 kcal/mol more stable than the next structure.

---

#one
C5H16N3 | the ωB97M-V functional and the def2-TZVPD basis

Each line ends with the Löwdin charge.
Cartesian coordinates (Å):
C (2.238, 1.265, -1.150)  -0.0779
C (2.406, 0.411, 0.063)  -0.2344
C (0.770, 0.646, 1.782)  0.1285
N (1.120, 0.041, 0.693)  0.0096
H (1.842, 0.719, -2.011)  0.0795
H (1.563, 2.088, -0.908)  0.0852
H (3.233, 1.677, -1.399)  0.0990
H (2.922, -0.545, -0.175)  0.1366
H (3.018, 0.942, 0.816)  0.1244
H (-0.215, 0.435, 2.249)  0.0986
H (1.442, 1.340, 2.243)  0.1027
H (0.418, -0.668, 0.159)  0.0793
C (-1.709, -1.141, -0.951)  -0.1933
C (-2.396, -0.506, 0.272)  -0.2504
N (-1.858, 0.827, 0.640)  -0.0111
N (-0.364, -1.704, -0.576)  0.0210
H (-2.342, -1.889, -1.450)  0.1199
H (-1.494, -0.340, -1.689)  0.1230
H (-3.487, -0.452, 0.159)  0.1175
H (-2.202, -1.178, 1.131)  0.1170
H (-2.245, 0.956, 1.542)  0.0552
H (-2.348, 1.523, 0.102)  0.0799
H (-0.465, -2.574, -0.129)  0.0920
H (0.152, -1.873, -1.414)  0.0983

## Properties
HOMO in eV: -13.65
Charge: +1
Orbital gap in Eh: 0.3703
Multiplicity: 1

---

#two
C5H16N3 | the ωB97M-V functional and the def2-TZVPD basis

Each line ends with the Löwdin charge.
Cartesian coordinates (Å):
C (-0.799, -0.143, 2.122)  -0.1171
C (-0.971, 0.808, 1.142)  -0.1578
N (-1.455, 2.098, 1.442)  0.0628
N (-0.447, -1.527, 1.786)  0.0535
H (-1.069, -0.014, 3.180)  0.1202
H (-0.857, 0.585, 0.108)  0.0601
H (-1.013, 2.817, 0.905)  0.0823
H (-1.416, 2.356, 2.455)  0.1212
H (-1.248, -2.163, 2.003)  0.1562
H (0.320, -1.876, 2.410)  0.1604
H (-0.262, -1.641, 0.591)  0.0702
C (0.949, -0.813, -1.074)  -0.2343
C (0.765, 0.361, -2.019)  -0.2647
C (2.086, 1.096, -2.337)  -0.0815
N (-0.329, -1.579, -0.782)  0.0102
H (1.477, -0.465, -0.166)  0.1225
H (1.533, -1.652, -1.452)  0.1230
H (0.046, 1.037, -1.534)  0.0896
H (0.261, -0.010, -2.926)  0.1214
H (2.741, 0.396, -2.888)  0.0875
H (2.549, 1.456, -1.406)  0.0816
H (1.833, 1.936, -3.006)  0.0842
H (-0.348, -2.506, -1.221)  0.1306
H (-1.118, -1.059, -1.181)  0.1177

## Properties
HOMO in eV: -12.54
Charge: +1
Orbital gap in Eh: 0.3593
Multiplicity: 1

---

It comes down to #one, which is 3.8 kcal/mol more stable than the next structure.